1.
{"formula": "C33H60O27", "method": "ωB97M-V with the def2-TZVPD basis set", "homo_energy_ev": -10.3, "charge": 0, "de_lowest_ev": 1.606, "smiles": "C[C@H]1COC(=O)O1.CCOC(=O)OC.CCOC(=O)OC.CCOC(=O)OC.CCOC(=O)OC.CCOC(=O)OC.COC(=O)OC.O=C1OCCO1.O=C1OCCO1", "largest_force_ev_per_a": 7.25, "gap_ev": 10.2663, "species": ["C", "C", "C", "O", "C", "O", "O", "H", "H", "H", "H", "H", "H", "C", "C", "O", "C", "O", "O", "C", "H", "H", "H", "H", "H", "H", "H", "H", "C", "C", "O", "C", "O", "O", "C", "H", "H", "H", "H", "H", "H", "H", "H", "C", "C", "O", "C", "O", "O", "C", "H", "H", "H", "H", "H", "H", "H", "H", "C", "C", "O", "C", "O", "O", "C", "H", "H", "H", "H", "H", "H", "H", "H", "C", "C", "O", "C", "O", "O", "C", "H", "H", "H", "H", "H", "H", "H", "H", "C", "O", "C", "O", "O", "C", "H", "H", "H", "H", "H", "H", "O", "C", "O", "C", "C", "O", "H", "H", "H", "H", "O", "C", "O", "C", "C", "O", "H", "H", "H", "H"], "positions_angstrom": [[-1.581356, -0.600224, 0.066600], [-0.244357, -0.047104, 0.504733], [0.957930, -0.982884, 0.118853], [1.894015, -0.088240, -0.494014], [1.368293, 1.167046, -0.594489], [1.979911, 2.100687, -0.899162], [0.062659, 1.179749, -0.217875], [-1.575223, -0.936445, -0.966741], [-2.386900, 0.113686, 0.254842], [-1.849890, -1.444094, 0.719562], [-0.285948, 0.138743, 1.582127], [0.632839, -1.798766, -0.517449], [1.360962, -1.316588, 1.072272], [-1.882785, 2.028584, -2.742842], [-1.114059, 2.462189, -3.933443], [-1.702463, 3.712917, -4.327006], [-1.062613, 4.574219, -5.075279], [0.083950, 4.589466, -5.348881], [-1.931077, 5.529515, -5.418562], [-1.391810, 6.621431, -6.160699], [-1.425948, 1.270231, -2.140701], [-2.879879, 1.682250, -3.063290], [-2.152659, 2.918669, -2.169274], [-1.087004, 1.791040, -4.782727], [-0.092950, 2.670924, -3.604394], [-0.725067, 6.262124, -6.957387], [-0.715235, 7.224371, -5.543933], [-2.200839, 7.191892, -6.581012], [2.999673, 4.124566, -3.979131], [3.372080, 2.721813, -4.483007], [2.236677, 1.886088, -4.457478], [2.330495, 0.645998, -3.999321], [3.307460, 0.051702, -3.689048], [1.083421, 0.135744, -3.986801], [0.912510, -1.180841, -3.522958], [2.313411, 4.097303, -3.138448], [2.591931, 4.634424, -4.841685], [3.914732, 4.559732, -3.575522], [4.169749, 2.254607, -3.902523], [3.724230, 2.768625, -5.512505], [-0.162154, -1.366731, -3.453670], [1.307100, -1.270978, -2.509402], [1.337108, -1.916748, -4.199564], [0.070677, 5.710300, -0.228999], [0.996275, 5.382814, 0.916357], [0.219590, 4.895337, 2.034652], [-0.021500, 5.712334, 3.043798], [0.277062, 6.848791, 3.122094], [-0.685346, 5.112284, 4.018947], [-1.171370, 3.808864, 3.831691], [-0.531499, 4.863398, -0.555910], [0.616915, 6.000290, -1.137811], [-0.550209, 6.571776, 0.021986], [1.583900, 6.261622, 1.187453], [1.712863, 4.600030, 0.677625], [-1.312881, 3.527093, 2.788181], [-2.101387, 3.720094, 4.378071], [-0.433194, 3.096075, 4.215780], [-3.235085, 0.836178, 3.279203], [-4.394963, -0.028504, 3.702855], [-4.939715, -0.537134, 2.498212], [-5.748548, -1.572991, 2.591174], [-6.025750, -2.210103, 3.579941], [-6.182325, -1.826881, 1.379652], [-7.037382, -2.960918, 1.209752], [-2.466319, 0.163932, 2.886994], [-2.793274, 1.332383, 4.140613], [-3.519918, 1.530024, 2.495577], [-5.194768, 0.557859, 4.148986], [-4.059565, -0.818931, 4.365392], [-6.667452, -3.774049, 1.842993], [-6.983458, -3.347007, 0.197228], [-8.081385, -2.726335, 1.429062], [-1.178701, -5.426087, -2.061163], [-2.162547, -4.745008, -1.075915], [-2.618680, -3.486845, -1.633776], [-3.824241, -3.091273, -1.310885], [-4.629570, -3.681422, -0.640616], [-3.929026, -1.907080, -1.813238], [-5.050519, -1.117766, -1.462627], [-0.171262, -5.418317, -1.640331], [-1.208075, -4.941116, -3.023621], [-1.433836, -6.479976, -2.183134], [-1.715711, -4.543627, -0.094776], [-3.015938, -5.389088, -0.841511], [-5.959348, -1.723908, -1.590128], [-5.140212, -0.213604, -2.051763], [-5.084977, -0.823166, -0.411151], [8.341987, -3.198004, 0.492978], [7.902687, -2.678196, -0.720336], [6.853680, -1.927521, -0.745735], [6.499594, -1.402841, -1.705336], [6.305491, -1.846369, 0.421569], [5.103887, -1.081106, 0.502215], [8.238803, -2.460599, 1.286004], [9.380038, -3.490055, 0.378853], [7.790965, -4.102827, 0.765226], [5.068675, -0.344522, -0.294638], [5.072587, -0.652977, 1.501368], [4.217727, -1.721196, 0.429112], [1.870314, -4.506724, 0.734653], [1.188826, -4.496651, 1.670617], [0.199345, -3.573181, 1.873490], [-0.508231, -3.843033, 3.110837], [0.339660, -5.009760, 3.773594], [1.234049, -5.406081, 2.705990], [-0.589137, -3.004674, 3.796534], [-1.495964, -4.240209, 2.848915], [-0.318109, -5.833525, 4.024079], [0.937704, -4.660353, 4.609192], [0.828473, -0.327998, 3.723522], [1.627042, -0.977439, 4.179759], [2.911569, -0.958656, 3.888961], [3.613195, -1.996922, 4.632204], [2.596657, -2.395934, 5.684548], [1.352860, -1.971202, 5.063980], [3.919407, -2.812650, 3.979179], [4.498480, -1.567240, 5.094973], [2.749359, -1.941108, 6.666602], [2.560114, -3.471477, 5.871410]], "forces_ev_per_a": [[-0.258, -0.036, 0.580], [-0.013, -0.507, -0.901], [-0.840, 1.479, 1.294], [-0.343, -0.194, -0.033], [-1.536, -2.548, 1.404], [1.505, 2.488, -1.231], [0.202, -0.579, 0.504], [-0.091, 0.054, -0.081], [0.108, 0.169, -0.315], [0.276, -0.074, -0.238], [0.360, 0.319, -0.214], [0.323, -0.059, -0.218], [0.363, -0.473, -0.323], [-2.286, 0.071, -0.315], [1.610, 0.976, 0.317], [-1.281, -0.513, 0.067], [-1.164, 0.632, 0.498], [2.268, -0.325, -0.680], [-0.657, 0.432, -0.253], [1.456, -0.400, -0.183], [0.393, -0.208, 0.204], [0.250, -0.271, 0.069], [0.542, -0.117, 0.349], [-0.076, -0.200, -0.048], [0.120, -0.109, -0.420], [-0.440, -0.097, 0.014], [-0.470, 0.083, 0.168], [-0.338, 0.114, 0.116], [0.666, -0.990, -0.205], [0.833, 0.239, 0.550], [-1.149, -0.241, -0.032], [-0.766, 0.146, -0.450], [1.072, -0.535, 0.425], [-0.449, 0.806, -0.290], [-0.266, -0.453, 0.642], [-0.306, -0.188, -0.121], [-0.165, 0.641, 0.325], [0.007, 0.389, -0.396], [-0.114, 0.051, 0.129], [-0.013, 0.055, -0.096], [0.025, 0.222, -0.203], [0.325, -0.205, -0.289], [0.288, -0.013, 0.034], [0.119, 0.255, -0.716], [0.199, 0.214, -0.259], [0.598, -0.530, -0.698], [-0.347, -0.775, -0.173], [0.744, 1.994, 0.022], [-0.496, 0.193, 0.435], [0.306, -1.290, -0.093], [-0.161, -0.064, 0.352], [0.230, -0.019, 0.359], [-0.185, -0.190, 0.080], [-0.270, -0.016, 0.318], [-0.232, -0.242, -0.052], [-0.210, 0.334, 0.058], [-0.102, 0.041, 0.135], [-0.174, 0.001, 0.162], [0.452, -0.625, 0.149], [-0.008, 0.838, 0.066], [0.303, -0.032, -0.437], [-0.364, -0.981, 0.617], [0.232, 0.437, 0.045], [-0.670, -0.179, -1.342], [0.011, -0.881, 0.409], [0.067, 0.183, -0.121], [-0.095, 0.232, -0.028], [-0.028, 0.241, 0.071], [0.075, -0.005, 0.487], [-0.227, -0.194, 0.085], [-0.329, 0.221, 0.082], [0.341, 0.559, -0.212], [0.219, 0.147, 0.260], [-0.254, -0.059, 1.195], [-0.064, -0.517, -0.080], [1.531, -1.532, -0.062], [-0.091, -0.571, 0.957], [-0.352, -0.229, 0.144], [-0.248, 2.560, -0.974], [-1.739, -0.424, 0.705], [0.031, 0.241, -0.285], [0.069, 0.167, -0.253], [-0.136, 0.101, -0.093], [0.206, 0.215, -0.287], [-0.045, 0.248, -0.395], [0.157, 0.238, -0.177], [0.545, -0.175, -0.469], [0.573, -0.184, -0.051], [0.427, -0.725, 1.118], [2.198, -1.330, -0.819], [0.687, -0.894, 1.557], [-1.741, 2.381, -4.470], [-1.647, 0.187, 2.603], [-0.612, -0.024, 0.256], [0.192, -0.136, 0.086], [0.143, 0.136, -0.143], [-0.144, 0.135, 0.009], [-0.007, 0.128, 0.139], [0.185, 0.277, -0.095], [0.280, -0.136, -0.261], [1.621, -0.142, -2.020], [-1.980, -0.187, 2.653], [-0.032, -0.025, 1.072], [0.484, -1.741, 0.084], [-0.348, 1.056, -1.472], [-0.335, 0.719, -0.172], [0.165, 0.353, -0.478], [0.129, 0.336, 0.027], [0.225, -0.195, 0.189], [-0.072, -0.090, 0.125], [-5.014, 4.303, -2.986], [3.439, -4.171, 2.530], [2.014, -0.423, 0.097], [0.113, 0.577, 0.206], [-0.592, -0.514, -0.225], [0.561, -0.575, 1.288], [-0.244, 0.106, -0.220], [0.038, 0.137, -0.214], [-0.196, 0.420, -0.277], [-0.090, 0.075, -0.272]]}

=====

2.
{"formula": "C33H62N3O6S", "method": "ωB97M-V with the def2-TZVPD basis set", "homo_energy_ev": -10.4, "charge": 1, "largest_force_ev_per_a": 4.99, "gap_ev": 5.0135, "species": ["C", "C", "C", "C", "C", "C", "C", "N", "S", "C", "N", "N", "C", "H", "H", "H", "H", "H", "H", "H", "H", "H", "H", "H", "H", "H", "H", "C", "C", "C", "O", "C", "H", "H", "H", "H", "H", "H", "H", "H", "C", "C", "C", "O", "C", "H", "H", "H", "H", "H", "H", "H", "H", "C", "C", "C", "O", "C", "H", "H", "H", "H", "H", "H", "H", "H", "C", "C", "C", "O", "C", "H", "H", "H", "H", "H", "H", "H", "H", "C", "C", "C", "O", "C", "H", "H", "H", "H", "H", "H", "H", "H", "C", "C", "C", "O", "C", "H", "H", "H", "H", "H", "H", "H", "H"], "positions_angstrom": [[0.241839, 4.474435, -1.456812], [-0.679838, 5.370629, -2.522134], [-0.347469, 6.911212, -2.974536], [-1.401327, 7.642536, -4.045129], [-2.762860, 6.863193, -4.625574], [-3.105622, 5.294745, -4.156555], [-4.448613, 4.581298, -4.757254], [-5.563367, 4.335585, -3.778606], [-5.153545, 3.238606, -2.493483], [-6.267380, 5.582425, -3.316376], [-7.787737, 5.640573, -3.576146], [-5.733332, 6.649365, -2.643502], [-2.009353, 4.618286, -3.130198], [-0.542738, 4.081365, -0.647621], [1.010026, 5.132123, -0.865881], [0.694003, 3.511693, -1.950942], [0.598341, 7.438726, -2.521361], [-1.127285, 8.761171, -4.356547], [-3.428882, 7.474215, -5.385488], [-4.884031, 5.279037, -5.621245], [-4.203079, 3.537171, -5.277308], [-4.139222, 2.365312, -2.949882], [-8.021799, 6.401334, -4.250453], [-8.187902, 5.885625, -2.627059], [-6.404832, 7.232422, -2.058730], [-4.744858, 6.980583, -2.664908], [-2.242769, 3.500543, -2.783159], [3.057905, 1.230109, 1.477607], [4.034301, 2.371512, 1.598367], [3.353312, 3.457413, 0.794181], [1.940693, 3.239513, 0.913158], [1.726538, 1.948585, 1.500417], [3.153395, 0.484238, 2.270727], [3.193979, 0.725711, 0.513551], [4.116737, 2.679492, 2.647381], [5.036213, 2.133952, 1.231964], [3.613812, 3.388566, -0.267310], [3.602243, 4.461290, 1.150165], [1.376652, 2.102652, 2.527002], [0.951494, 1.414309, 0.944048], [-1.666671, -1.835012, -0.502178], [-2.648656, -0.722036, -0.762415], [-2.421833, 0.185201, 0.427170], [-1.046666, 0.037494, 0.806938], [-0.500318, -1.091286, 0.110812], [-1.390705, -2.396199, -1.398500], [-2.086846, -2.537690, 0.227228], [-2.379667, -0.199081, -1.687748], [-3.684206, -1.060501, -0.849543], [-3.038419, -0.116540, 1.280480], [-2.630299, 1.234632, 0.199794], [0.177544, -0.711301, -0.661294], [0.074013, -1.710338, 0.805514], [4.919159, -2.910182, 4.457219], [5.027054, -2.183882, 5.773114], [4.540656, -0.797630, 5.410675], [3.588949, -0.954843, 4.349232], [3.669053, -2.301100, 3.860963], [4.857350, -3.996634, 4.558619], [5.786545, -2.672543, 3.829918], [4.348375, -2.638627, 6.504332], [6.035244, -2.185526, 6.195093], [5.359473, -0.174467, 5.035748], [4.069859, -0.284679, 6.254294], [2.770996, -2.831665, 4.195671], [3.684558, -2.296543, 2.767606], [5.707069, -8.335905, 4.001645], [4.400092, -8.151612, 3.274610], [4.010336, -6.745418, 3.675044], [5.229398, -6.020062, 3.886877], [6.317368, -6.954392, 3.910963], [6.344070, -9.112425, 3.570684], [5.515444, -8.591776, 5.050524], [4.568080, -8.198827, 2.192191], [3.642750, -8.895040, 3.535884], [3.450868, -6.740845, 4.616499], [3.410947, -6.242751, 2.910504], [6.883786, -6.831368, 2.981411], [6.977062, -6.730626, 4.753829], [-1.240203, 1.002308, -7.452983], [-2.468186, 0.316776, -7.994128], [-2.942447, -0.476084, -6.795759], [-2.554707, 0.261868, -5.628621], [-1.645707, 1.297903, -6.025588], [-0.955986, 1.898825, -8.009722], [-0.391922, 0.307593, -7.464344], [-3.220558, 1.065753, -8.268077], [-2.273394, -0.308246, -8.869296], [-2.454954, -1.455640, -6.749007], [-4.026068, -0.625162, -6.793925], [-2.176641, 2.253422, -5.953993], [-0.791956, 1.321031, -5.342752], [-2.591812, -3.670298, 3.338754], [-2.032671, -3.049698, 4.592927], [-1.206283, -4.180875, 5.164909], [-0.737831, -4.957227, 4.053624], [-1.443141, -4.539871, 2.876516], [-2.902449, -2.939693, 2.587621], [-3.457265, -4.295709, 3.588132], [-1.382027, -2.206913, 4.331292], [-2.798398, -2.688800, 5.284252], [-1.813756, -4.836277, 5.797987], [-0.353801, -3.823215, 5.749559], [-0.743935, -3.973870, 2.251386], [-1.779359, -5.417425, 2.317456]], "forces_ev_per_a": [[-1.786, 0.372, 0.284], [-1.892, 1.306, -2.201], [-3.948, -2.654, -1.508], [-0.307, -3.283, 1.501], [2.760, -1.309, 2.590], [3.762, 2.774, 1.204], [1.406, 0.751, -1.552], [-0.249, 2.867, -1.173], [0.200, -1.016, 1.577], [-0.391, 0.647, 0.554], [2.733, 0.046, 1.993], [-1.743, -1.733, -0.818], [-0.153, 2.565, -0.962], [1.798, 0.839, -1.697], [-1.400, -1.390, -1.479], [-0.682, 2.182, 0.822], [-2.161, -1.033, -1.159], [-0.904, -2.803, 0.600], [1.441, -1.539, 1.668], [1.031, -1.464, 1.884], [-0.528, 2.224, 1.347], [-1.136, 1.422, -0.466], [0.524, -0.607, 0.721], [0.161, -0.248, -1.499], [1.055, -0.649, -1.611], [-0.361, -1.206, 0.169], [0.823, 2.799, -0.788], [-0.060, -0.629, -0.177], [0.450, 0.211, 0.394], [-0.095, 0.292, -0.268], [0.273, -0.016, -0.035], [-0.426, -0.067, 0.176], [-0.028, 0.100, -0.046], [-0.024, 0.015, 0.064], [0.037, -0.028, -0.122], [-0.111, 0.065, 0.034], [0.122, 0.035, -0.028], [-0.118, -0.039, -0.057], [-0.022, -0.119, -0.011], [0.014, 0.191, 0.093], [0.020, -0.638, 0.092], [-0.326, 0.296, -0.479], [0.033, 0.115, 0.442], [-0.319, -0.167, -0.244], [0.415, 0.148, 0.037], [-0.012, 0.062, 0.129], [0.070, 0.031, -0.101], [-0.051, -0.055, 0.030], [0.100, 0.051, 0.020], [-0.096, 0.061, -0.038], [0.102, 0.002, 0.111], [0.059, -0.100, -0.024], [-0.027, 0.159, 0.012], [0.284, -0.388, -0.355], [-0.048, -0.066, 0.563], [0.011, 0.446, -0.031], [0.141, -0.110, 0.081], [-0.340, -0.017, -0.053], [0.063, 0.282, -0.094], [-0.084, -0.079, 0.027], [0.101, 0.060, -0.026], [-0.125, 0.030, -0.038], [0.054, 0.023, 0.094], [-0.042, 0.021, -0.161], [-0.001, -0.091, -0.071], [-0.057, 0.102, 0.057], [0.254, -0.375, 0.482], [-0.301, -0.216, -0.535], [-0.284, 0.315, 0.198], [0.015, -0.497, -0.077], [0.316, 0.309, -0.142], [-0.050, 0.113, 0.065], [0.070, 0.000, -0.115], [-0.068, -0.014, 0.105], [0.069, 0.121, -0.035], [-0.099, -0.036, -0.059], [0.095, 0.057, 0.109], [0.076, -0.055, 0.048], [-0.096, 0.097, -0.081], [0.654, 0.035, -0.114], [-0.450, 0.083, -0.430], [-0.126, -0.460, 0.172], [0.087, 0.222, -0.172], [-0.088, 0.073, 0.344], [-0.013, -0.101, 0.096], [-0.070, 0.139, 0.011], [0.047, -0.106, -0.029], [-0.052, 0.070, 0.131], [-0.074, -0.008, -0.069], [0.116, 0.013, 0.120], [0.088, 0.160, -0.021], [-0.139, -0.025, 0.034], [-0.580, -0.191, -0.221], [0.169, 0.622, 0.224], [0.138, -0.348, 0.285], [-0.275, 0.277, -0.109], [0.379, -0.191, -0.144], [0.032, -0.072, 0.049], [0.071, 0.075, -0.087], [-0.074, -0.056, 0.070], [0.110, -0.054, -0.056], [0.004, 0.070, 0.076], [-0.025, -0.124, -0.101], [-0.038, 0.022, -0.110], [0.123, 0.007, 0.091]]}

=====

The records above give, respectively, electronic energy values of -90476.2747, -62796.4672 eV.